The following is a quantum chemistry calculation of a 4-piece molecular cluster, C8H15N3OS overall at a distorted geometry, from the Open Molecules 2025 dataset.

Each line ends with the Löwdin charge.
Cartesian coordinates (Å):
C: 5.112425 3.622627 -1.823101  -0.071
C: 4.895052 3.503699 -0.308084  -0.242
N: 4.766693 3.292553 0.824829  0.107
H: 5.109009 2.667638 -2.348532  0.071
H: 6.028046 4.113669 -2.152684  0.069
H: 4.319678 4.254749 -2.223196  0.066
C: 0.983890 1.558732 6.221523  -0.083
C: 1.905945 1.665689 7.286562  -0.317
N: 2.650431 1.681778 8.156112  0.131
H: 0.189970 0.946177 6.648799  0.087
H: 1.381186 1.016980 5.363179  0.092
H: 0.477566 2.489873 5.967129  0.091
C: -1.509981 -6.242934 -6.003597  -0.073
C: -2.177661 -5.658266 -4.859925  -0.307
N: -2.676958 -5.108723 -4.001959  0.127
H: -2.063157 -7.140263 -6.280888  0.082
H: -0.534470 -6.589059 -5.662013  0.083
H: -1.436873 -5.517181 -6.813563  0.087
C: -3.938394 0.035660 0.721909  -0.284
S: -2.989759 1.549362 0.332576  0.838
O: -2.377942 2.152804 1.615645  -0.593
C: -1.582154 0.712839 -0.586110  -0.241
H: -4.798846 0.206991 1.368718  0.048
H: -3.363434 -0.730322 1.242288  0.051
H: -4.227806 -0.455328 -0.207217  0.046
H: -1.104185 1.570393 -1.059661  0.035
H: -2.105060 0.306367 -1.451814  0.039
H: -0.933209 0.093496 0.033072  0.061

Cartesian forces (eV/Å) of the 6 atoms listed first:
-0.5 0.4 1.0
0.7 -0.6 -0.8
0.1 0.5 -1.5
-0.3 -0.1 0.5
0.2 0.0 0.8
-0.2 -0.2 0.0

- total energy (Ha) = -951.4201
- HOMO (eV) = -9.010
- molar mass (g mol⁻¹) = 201.30
- maximum force (hartree/bohr) = 0.05098
- 2S+1 = 1
- E_LUMO (eV) = 0.56
- energy above the lowest of the compared OMol25 structures with the same formula, charge and spin (kcal/mol) = 45.9